Density functional theory data (wB97M-V/def2-TZVPD) for a molecular structure, C5H6N2.

Properties
Frontier orbital gap (eV): 9.8
Multiplicity: 1
Net charge: 0
Strongest force on any atom (eV/Å): 4.43
Energy above the lowest of the compared OMol25 structures with the same formula, charge and spin (eV): 3.765
Highest occupied orbital energy (hartree): -0.349
LUMO (eV): 0.2

Geometry as XYZ:
```
13
Properties=species:S:1:pos:R:3:forces:R:3
C 0.90647 -1.25360 -0.89009 -1.3 -3.2 0.1
C -0.78366 0.10454 -0.60977 -0.4 0.2 -0.5
C -1.08939 1.02306 0.54013 -2.2 2.1 0.0
C 0.22191 0.53507 1.02454 4.2 1.5 0.4
C 0.70989 0.05845 -0.35518 0.8 -0.2 -2.9
N -0.22938 -1.87964 -1.21726 2.5 0.4 -0.6
N -1.27143 -1.06122 -0.95020 -0.2 1.8 1.3
H 1.83255 -1.75016 -1.15896 0.0 0.2 0.2
H -1.21391 2.14689 0.30251 0.4 -1.9 0.4
H -1.87592 0.67432 1.22658 -0.1 0.4 -0.6
H 1.14233 1.17797 1.37637 -2.5 -0.9 0.1
H 0.08231 -0.37162 1.51239 -0.1 -1.2 1.9
H 1.56824 0.59595 -0.80109 -1.0 0.8 0.2
```
Positions in Å, forces in eV/Å.



Density functional theory data (wB97M-V/def2-TZVPD) for a molecular structure, C44H35Br2N14O4RbS3Se.

Properties
Frontier orbital gap (eV): 3.9
Multiplicity: 1
Net charge: -2
Strongest force on any atom (eV/Å): 0.52
Energy above the lowest of the compared OMol25 structures with the same formula, charge and spin (eV): 0.000
Highest occupied orbital energy (hartree): -0.025
LUMO (eV): 3.2

Geometry as XYZ:
```
104
Properties=species:S:1:pos:R:3:forces:R:3
Rb 0.45085 -0.37761 1.49468 -0.4 -0.4 0.0
N 4.59600 -2.79848 2.82287 0.0 0.0 0.0
C 3.43268 -2.16366 3.04259 -0.1 -0.1 0.0
N 2.79706 -2.02302 1.90657 0.1 0.0 0.0
C 3.62593 -2.60143 1.00181 0.0 0.0 0.2
N 4.73923 -3.09092 1.51405 0.0 0.0 0.0
C 3.26804 -2.70248 -0.42074 -0.1 0.0 -0.1
C 4.03221 -3.43864 -1.32289 0.0 0.0 0.0
N 3.67665 -3.58089 -2.59409 0.0 0.0 0.0
C 2.54235 -2.99008 -2.95880 0.0 0.0 0.0
C 1.78419 -2.24443 -2.06527 0.1 0.0 0.0
N 2.14620 -2.09177 -0.80035 0.1 0.0 0.1
H 5.29430 -3.07961 3.48745 0.0 0.0 0.0
H 3.07222 -1.84105 4.00837 0.0 0.0 0.0
H 4.94297 -3.92465 -0.99591 0.0 0.0 0.0
H 2.22025 -3.11724 -3.98593 0.0 0.0 0.0
H 0.86153 -1.76547 -2.37337 0.0 0.0 0.0
C -3.41251 0.47198 0.88250 0.0 0.0 0.0
O -2.57072 -0.58241 0.43923 -0.1 0.0 0.1
C -2.95422 -1.27084 -0.65288 0.1 0.0 -0.1
C -4.06731 -0.97954 -1.42103 0.0 0.0 0.0
C -4.29518 -1.73901 -2.56673 0.0 0.0 0.0
Br -5.82722 -1.32930 -3.62392 0.0 0.0 0.0
C -3.46041 -2.74972 -2.96037 0.0 0.0 0.0
C -2.33615 -3.04935 -2.17392 -0.1 0.0 0.0
C -2.08318 -2.31923 -1.01942 0.0 0.0 0.0
O -0.97597 -2.51243 -0.27107 0.1 0.1 -0.1
C -1.44658 -4.12371 -2.64065 0.1 -0.1 0.0
N -1.57831 -4.71110 -3.80914 0.0 0.1 0.0
C -0.55238 -5.63043 -3.86349 0.0 0.0 0.0
C -0.19456 -6.52146 -4.87626 0.0 0.0 0.0
C 0.90315 -7.33304 -4.66650 0.0 0.0 0.0
C 1.64322 -7.27190 -3.47427 0.0 0.0 0.0
C 1.30644 -6.39706 -2.45988 0.0 0.0 0.0
C 0.20111 -5.58224 -2.67869 0.0 0.0 0.0
N -0.38793 -4.60360 -1.92270 -0.2 0.0 0.1
H -4.41536 0.09624 1.10375 0.0 0.0 0.0
H -3.47363 1.25974 0.12379 0.0 0.0 0.0
H -2.95048 0.86461 1.78263 0.0 0.0 0.0
H -4.74060 -0.17944 -1.15526 0.0 0.0 0.0
H -3.63949 -3.32556 -3.85561 0.0 0.0 0.0
H -1.13533 -3.17576 0.49074 0.0 -0.1 0.0
H -0.76668 -6.56361 -5.79421 0.0 0.0 0.0
H 1.20503 -8.03233 -5.43666 0.0 0.0 0.0
H 2.49811 -7.92392 -3.34826 0.0 0.0 0.0
H 1.87227 -6.34712 -1.53890 0.0 0.0 0.0
H -0.17693 -4.32337 -0.97370 0.1 0.0 0.0
Br -4.34548 6.47202 -0.79795 0.0 0.0 0.0
C -2.62984 6.33633 -1.60387 0.0 0.0 0.0
C -1.49974 6.41912 -0.80427 0.0 0.0 0.0
C -0.24911 6.29399 -1.37945 -0.1 0.0 0.0
C -0.12388 6.09864 -2.75620 0.2 -0.1 0.0
C -1.26691 6.06283 -3.54523 0.0 0.0 0.0
C -2.52624 6.16231 -2.97157 0.0 0.0 0.0
N 1.15706 6.14933 -3.38515 -0.2 0.1 -0.1
N 2.14125 5.51730 -2.93850 0.2 -0.2 0.1
C 2.03534 4.48029 -2.00478 0.0 0.1 -0.1
C 3.04718 4.43727 -1.04880 0.0 0.0 0.1
C 3.00831 3.60498 0.04820 0.1 0.0 0.0
C 1.95370 2.66745 0.23734 0.0 -0.1 0.2
O 1.83486 1.95130 1.25414 0.2 0.3 -0.1
C 0.99699 2.55871 -0.88254 -0.1 0.0 -0.1
N 0.12841 1.52702 -0.81599 0.0 0.1 -0.1
C -0.68635 1.31393 -1.82209 0.0 0.0 0.0
C -0.68476 2.10180 -2.98395 0.0 0.0 0.0
C 0.17330 3.16397 -3.05888 0.0 0.0 0.0
C 1.03837 3.45235 -1.97999 0.0 -0.1 0.0
H -1.59763 6.57721 0.26119 0.0 0.0 0.0
H 0.63671 6.34217 -0.76082 0.0 0.0 0.0
H -1.16049 5.94936 -4.61683 0.0 0.0 0.0
H -3.41581 6.10869 -3.58391 0.0 0.0 0.0
H 3.85316 5.15495 -1.16325 0.0 0.0 0.0
H 3.78285 3.63938 0.80397 0.0 0.0 0.0
H -1.36750 0.47318 -1.73189 0.0 0.0 0.0
H -1.34557 1.85486 -3.80502 0.0 0.0 0.0
H 0.22114 3.76147 -3.95909 0.0 0.0 0.0
S 0.40328 -5.05350 4.16684 0.0 0.0 0.0
C -0.58504 -4.30410 3.09192 0.1 0.0 -0.1
S -1.02875 -4.84947 1.51973 0.0 -0.1 0.1
S -1.40226 -2.77286 3.43645 0.0 0.0 0.1
Se -2.04610 -2.78560 6.47773 0.0 0.0 0.1
N -1.13624 -1.53520 7.48852 0.0 -0.1 0.0
C -0.23510 -0.94428 6.71170 0.0 0.0 0.0
C 0.65512 0.07654 7.10345 -0.1 0.0 0.0
C 1.51721 0.64058 6.15935 0.1 0.0 -0.1
C 1.51753 0.20830 4.85380 0.0 0.1 0.1
N 0.68404 -0.79129 4.44178 0.2 -0.1 -0.1
C -0.10304 -1.32902 5.31976 -0.1 0.0 0.0
N -0.96602 -2.38065 4.98622 -0.1 0.0 -0.1
H 0.63947 0.42610 8.12851 0.0 0.0 0.0
H 2.19242 1.43764 6.45453 0.0 0.0 0.0
H 2.14496 0.66198 4.09254 0.0 0.0 0.0
C -2.22353 4.03646 1.97658 -0.1 0.0 -0.1
N -0.90212 3.76795 2.49125 0.1 0.0 0.0
C 0.14411 4.72648 2.20618 0.0 0.0 0.1
C -0.60398 2.53121 2.96595 -0.3 0.2 0.2
O -1.42858 1.63938 3.07447 0.2 -0.1 -0.1
H -2.59153 4.99347 2.35650 0.0 0.0 0.0
H -2.88590 3.23919 2.30420 0.0 0.0 0.0
H -2.23105 4.06744 0.88166 0.0 0.0 0.0
H -0.26002 5.73759 2.30101 0.0 0.0 0.1
H 0.55299 4.60491 1.20212 0.0 0.0 -0.1
H 0.95927 4.61021 2.91923 0.0 0.0 0.0
H 0.43869 2.42466 3.28304 0.1 -0.1 0.0
```
Positions in Å, forces in eV/Å.



Density functional theory data (wB97M-V/def2-TZVPD) for a gas-phase ion, C4H10NO2 (charge +1).

Properties
Frontier orbital gap (eV): 12.1
Multiplicity: 1
Net charge: +1
Strongest force on any atom (eV/Å): 1.84
SMILES string: [NH3+]CCCC(=O)O
Energy above the lowest of the compared OMol25 structures with the same formula, charge and spin (eV): 0.153
Highest occupied orbital energy (hartree): -0.563
LUMO (eV): -3.2

Geometry as XYZ:
```
17
Properties=species:S:1:pos:R:3:forces:R:3
N 1.45219 1.19811 0.10485 -0.6 0.2 -0.1
C 0.37129 1.09071 -0.92993 -0.3 0.1 -0.3
C -0.97415 0.62219 -0.37961 0.0 0.1 -1.8
C -1.17890 -0.85920 -0.09089 0.6 0.6 1.1
C -0.13944 -1.41611 0.85121 -0.7 -0.9 -0.2
O 0.64644 -0.75589 1.49819 0.2 -0.2 0.3
O -0.19170 -2.74086 0.91216 0.0 0.2 0.2
H 1.47850 0.35357 0.70600 -0.1 -0.3 -0.1
H 2.35479 1.42315 -0.27265 0.5 0.3 -0.3
H 1.15466 1.91433 0.75772 0.2 0.4 0.1
H 0.67643 0.49199 -1.78560 0.4 -0.4 0.3
H 0.23337 2.08362 -1.35962 0.1 0.1 0.3
H -1.56782 0.79898 -1.27826 -0.4 0.1 0.0
H -1.37618 1.34734 0.30602 0.0 -0.1 0.8
H -1.21578 -1.45373 -0.97846 0.3 -0.3 -0.7
H -2.15411 -1.02562 0.35514 -0.2 0.0 0.3
H 0.43043 -3.07261 1.58373 0.0 0.1 -0.1
```
Positions in Å, forces in eV/Å.



Density functional theory data (wB97M-V/def2-TZVPD) for a single C3H6O molecule.

Properties
Frontier orbital gap (eV): 10.1
Multiplicity: 1
Net charge: 0
Strongest force on any atom (eV/Å): 5.56
SMILES string: OC1CC1
Energy above the lowest of the compared OMol25 structures with the same formula, charge and spin (eV): 2.485
Highest occupied orbital energy (hartree): -0.333
LUMO (eV): 1.0

Geometry as XYZ:
```
10
Properties=species:S:1:pos:R:3:forces:R:3
O -1.86128 -0.19729 -0.18813 1.0 -0.1 -1.1
C -0.67036 0.14226 0.48217 3.7 -1.9 1.1
C 0.71017 -0.74392 0.04506 -2.7 4.6 1.7
C 0.59335 0.77453 -0.13471 -3.6 -0.4 -3.7
H -1.66606 -0.72268 -1.02167 -0.2 1.1 1.7
H -0.74902 0.22264 1.61027 -0.5 -0.1 -1.7
H 0.55041 -1.27072 -0.82586 0.3 -1.7 -1.3
H 1.43850 -0.75507 0.81096 0.6 -1.8 0.5
H 1.29078 1.32220 0.40613 0.7 1.2 1.1
H 0.36352 1.22805 -1.18423 0.7 -0.9 1.8
```
Positions in Å, forces in eV/Å.



Density functional theory data (wB97M-V/def2-TZVPD) for a molecular structure, C29H29N5O2PtS.

Properties
Frontier orbital gap (alpha / beta) (eV): 7.5 / 6.1
Multiplicity: 5
Net charge: +2
Strongest force on any atom (eV/Å): 0.31
Energy above the lowest of the compared OMol25 structures with the same formula, charge and spin (eV): 0.227
Highest occupied orbital energy (alpha / beta) (hartree): -0.484 / -0.520
LUMO (alpha / beta) (eV): -5.7 / -8.1

Geometry as XYZ:
```
67
Properties=species:S:1:pos:R:3:forces:R:3
Pt -0.42146 -0.05514 -0.87961 -0.3 0.0 -0.1
C -1.29873 3.88147 1.51353 0.0 0.0 0.0
C -1.85215 3.85573 0.12040 0.0 0.0 0.0
C -2.03087 5.04053 -0.55075 0.0 0.0 0.0
C -2.40930 5.07319 -1.89460 0.0 0.0 0.0
C -2.59301 3.89165 -2.61944 0.0 0.0 0.0
C -2.41790 2.67239 -2.02133 0.0 0.0 0.0
C -2.77606 1.41874 -2.75729 0.0 0.0 0.0
C -2.05786 2.62916 -0.61777 0.1 0.0 0.0
N -1.85439 1.40922 -0.08155 -0.1 0.0 0.0
C -2.33824 1.08444 1.18793 0.0 0.0 0.0
O -3.12153 1.74409 1.82485 0.0 0.0 0.0
C -1.92176 -0.28477 1.67230 0.0 0.0 0.0
C -2.38910 -0.87932 2.83254 0.0 0.0 0.0
C -1.94173 -2.16104 3.13537 0.0 0.0 0.0
C -1.05609 -2.82430 2.28823 0.0 0.0 0.0
C -0.65952 -2.17236 1.13428 0.0 0.0 0.0
N -1.09846 -0.94895 0.88179 0.1 0.0 0.0
C 0.24023 -2.76715 0.07799 0.0 0.0 0.0
O 0.94563 -3.71059 0.31235 0.0 0.0 0.0
N 0.22984 -2.08451 -1.16426 0.1 0.0 0.1
C 0.43566 -2.76413 -2.30926 0.0 0.1 0.0
C -0.00606 -4.13274 -2.48252 0.0 0.0 0.0
C -0.91917 -4.83350 -1.51984 0.0 0.0 0.0
C 0.34646 -4.78306 -3.64067 0.0 0.0 0.0
C 1.06412 -4.14188 -4.64736 0.0 0.0 0.0
C 1.39911 -2.78844 -4.53341 0.0 0.0 0.0
C 1.07928 -2.07620 -3.40882 0.0 0.0 0.0
C 1.47582 -0.63934 -3.30279 0.0 0.0 0.0
H -0.75286 4.81041 1.66799 0.0 0.0 0.0
H -0.61678 3.04709 1.68721 0.0 0.0 0.0
H -2.09643 3.82198 2.25231 0.0 0.0 0.0
H -1.84209 5.97232 -0.03339 0.0 0.0 0.0
H -2.55264 6.02769 -2.38399 0.0 0.0 0.0
H -2.91049 3.94301 -3.65245 0.0 0.0 0.0
H -2.89308 1.62040 -3.81948 0.0 0.0 0.0
H -3.71964 1.02035 -2.37689 0.0 0.0 0.0
H -2.04363 0.61374 -2.63284 0.0 0.1 -0.1
H -3.08688 -0.34595 3.46355 0.0 0.0 0.0
H -2.29114 -2.65268 4.03377 0.0 0.0 0.0
H -0.69244 -3.82070 2.49846 0.0 0.0 0.0
H -1.56252 -4.14050 -0.97559 0.0 0.0 0.0
H -0.35544 -5.41445 -0.79054 0.0 0.0 0.0
H -1.56479 -5.51353 -2.07200 0.0 0.0 0.0
H 0.02499 -5.80609 -3.78744 0.0 0.0 0.0
H 1.33240 -4.68609 -5.54338 0.0 0.0 0.0
H 1.92605 -2.30069 -5.34268 0.0 0.0 0.0
H 1.95302 -0.31021 -4.22357 0.0 0.0 0.0
H 2.16099 -0.46494 -2.47357 0.0 0.0 0.0
H 0.60179 0.01184 -3.15424 0.0 0.0 0.0
C 5.37213 1.34719 2.67799 0.0 0.0 0.0
C 3.90026 1.14148 2.60630 0.0 0.0 0.0
C 3.08842 0.82918 3.66513 0.0 0.0 0.0
C 1.72157 0.64146 3.43339 0.0 0.0 -0.1
N 1.17869 0.78196 2.21689 0.0 0.0 0.0
C 1.96359 1.10767 1.20491 0.0 0.1 0.0
S 1.38836 1.46444 -0.37901 0.2 -0.1 0.0
N 3.30570 1.25494 1.39532 0.0 0.1 0.0
C 0.78917 0.29999 4.54390 0.0 0.0 0.0
H 5.70556 1.35944 3.71163 0.0 0.0 0.0
H 5.65240 2.29014 2.20593 0.0 0.0 0.0
H 5.88818 0.53823 2.15656 0.0 0.0 0.0
H 3.50412 0.72760 4.65628 0.0 0.0 0.0
H 3.86377 1.48509 0.58131 0.0 0.0 0.0
H 1.30530 0.19552 5.49442 0.0 0.0 0.0
H 0.27122 -0.63069 4.30874 0.0 0.0 0.0
H 0.03043 1.08019 4.62878 0.0 0.0 0.0
```
Positions in Å, forces in eV/Å.



Density functional theory data (wB97M-V/def2-TZVPD) for 2 unconnected molecules or ions with the total composition C8H11INO4.

Properties
Frontier orbital gap (alpha / beta) (eV): 7.3 / 7.1
Multiplicity: 3
Net charge: +1
Strongest force on any atom (eV/Å): 7.07
Highest occupied orbital energy (alpha / beta) (hartree): -0.443 / -0.493
LUMO (alpha / beta) (eV): -4.8 / -6.3

Geometry as XYZ:
```
25
Properties=species:S:1:pos:R:3:forces:R:3
C 3.33095 0.71027 -0.50121 0.4 4.2 2.7
C 3.21615 3.20809 0.03642 1.0 3.2 -1.6
C 0.58818 -0.21796 -0.32456 -1.1 -1.2 -1.9
C -0.14491 -1.51282 -0.35759 -1.0 -0.2 2.7
C -1.71859 0.24490 -0.36698 1.8 0.8 0.3
C -2.24425 0.77962 -1.65732 0.0 -1.8 0.1
C -2.24870 0.98669 0.90848 -4.2 -4.7 -0.4
C 0.10939 -2.19231 1.01170 0.9 -1.9 -1.7
N 2.95700 2.11095 0.40874 -0.3 -7.0 -1.1
O 3.45484 4.30586 -0.25268 -0.1 -0.2 0.2
O -0.21176 0.71922 -0.39088 1.2 1.1 0.6
O -1.51905 -1.11675 -0.34147 -0.5 -0.2 -0.2
O 0.99749 -3.24295 0.74321 0.7 -1.3 -0.1
I 5.07977 -0.19490 0.00229 -0.4 -0.1 -0.3
H 1.69396 -0.10214 -0.39630 -0.4 0.3 0.5
H 0.09358 -2.31813 -1.03835 0.1 0.4 -0.9
H -1.88037 1.75584 -1.74887 -0.4 1.9 -0.1
H -3.27935 0.57416 -1.55288 -1.4 0.9 -0.2
H -1.98773 0.25308 -2.57289 0.6 -0.5 0.3
H -1.65658 1.72500 1.28405 1.5 2.5 0.3
H -2.31646 0.23079 1.78915 0.1 1.0 -1.6
H -3.36805 1.25830 0.67005 2.4 0.0 0.7
H -0.76361 -2.59104 1.44566 -1.5 0.1 0.3
H 0.63945 -1.60688 1.65272 0.8 2.5 2.2
H 1.17869 -3.76691 1.54949 -0.2 0.5 -0.6
```
Positions in Å, forces in eV/Å.



Which DFT total energy belongs to each record? In order, -8258.593 -313842.884 -9889.435 -5253.209 -56156.106 -26240.199 eV.